# 1
The molecule C19H22F3NO5S at a distorted geometry, computed with wB97M-V/def2-TZVPD.

Each line ends with the Löwdin charge.
Geometry (Å):
C 0.64182 4.72719 0.78313  -0.044
C 1.84085 4.03075 1.43366  -0.440
C 2.94307 5.03377 1.77224  -0.049
O 2.30693 2.92374 0.67241  -0.163
C 2.93308 3.20287 -0.56929  -0.214
C 3.14555 1.88800 -1.31967  -0.141
C 1.83202 1.27119 -1.79835  -0.167
N 1.01878 0.86513 -0.67556  0.083
C 0.49363 -0.37279 -0.57356  -0.411
O 0.53121 -1.20224 -1.46541  0.082
C -0.20338 -0.61949 0.70827  -0.156
C -0.61899 0.20883 1.72143  0.019
C -1.31892 -0.60412 2.63739  0.012
C -1.27652 -1.87560 2.12976  -0.318
C -1.90474 -3.13246 2.55471  -0.111
S -3.42251 -3.37265 1.51407  0.708
O -4.35538 -2.33049 1.84191  -0.303
O -3.84741 -4.73595 1.66354  -0.304
C -2.82199 -3.10115 -0.15987  -0.270
C -3.13684 -1.92265 -0.80783  -0.040
C -2.59673 -1.67090 -2.05769  -0.040
C -1.73682 -2.58757 -2.63978  -0.003
C -1.43943 -3.76961 -1.97610  -0.098
C -0.52238 -4.79045 -2.59115  -0.584
F 0.16932 -4.33051 -3.63728  0.148
F -1.20831 -5.86375 -3.04224  0.136
F 0.37004 -5.27245 -1.71335  0.146
C -1.98749 -4.03950 -0.72876  0.015
O -0.60373 -1.88261 0.96472  0.088
H 0.17317 5.38911 1.50566  0.083
H -0.09096 3.99298 0.45478  0.078
H 0.94947 5.32251 -0.07336  0.075
H 1.50726 3.54936 2.36213  0.142
H 2.58152 5.72567 2.52755  0.083
H 3.23536 5.60498 0.89409  0.078
H 3.81457 4.51431 2.16344  0.086
H 2.31082 3.87472 -1.17414  0.124
H 3.90485 3.68548 -0.39963  0.122
H 3.65403 1.18565 -0.65836  0.125
H 3.78498 2.08119 -2.18130  0.118
H 1.28028 2.00046 -2.40499  0.125
H 2.01605 0.38242 -2.40771  0.121
H 1.09541 1.46530 0.13520  0.107
H -0.45821 1.26420 1.80591  0.107
H -1.79036 -0.29566 3.54722  0.118
H -2.24086 -3.10392 3.58588  0.120
H -1.28026 -4.00040 2.36474  0.114
H -3.79285 -1.22235 -0.31392  0.119
H -2.82719 -0.75136 -2.57237  0.114
H -1.28393 -2.38192 -3.59641  0.126
H -1.76786 -4.95726 -0.20576  0.136

Properties
SMILES: CC(C)OCCCNC(=O)c1ccc(CS(=O)(=O)c2cccc(C(F)(F)F)c2)o1
Spin multiplicity: 1
Total energy in a.u.: -1865.95850

=====

# 2
The molecule C3H4FNS at a distorted geometry, computed with wB97M-V/def2-TZVPD.

Each line ends with the Löwdin charge.
Geometry (Å):
F 2.86719 0.32324 -0.18518  0.025
C 2.03664 -0.68708 0.01209  -0.154
C 0.72793 -0.48705 0.19402  -0.156
N 0.08072 0.71775 0.19181  -0.044
C -1.24459 0.81116 0.00012  -0.741
S -2.32255 -0.38337 -0.08781  0.642
H 2.53299 -1.68968 0.11010  0.130
H 0.10578 -1.37778 0.25653  0.081
H 0.59103 1.57418 0.14033  0.142
H -1.55861 1.87158 -0.01539  0.074

Properties
SMILES: F/C=C\NC=S
Spin multiplicity: 1
Total energy in a.u.: -669.48554

=====

# 3
The ion C4H12N2 with charge +2 at a distorted geometry, computed with wB97M-V/def2-TZVPD.

Each line ends with the Löwdin charge.
Geometry (Å):
C -0.28108 0.17829 2.05471  0.159
C 0.00983 -0.66440 1.08442  -0.272
N 0.72785 -1.94119 1.36425  0.254
C -0.05165 -0.35436 -0.41126  -0.119
C 0.04897 1.10736 -0.79285  -0.114
N -0.58318 1.35041 -2.16490  0.208
H -0.36421 -0.11574 3.09240  0.108
H -0.33649 1.23042 1.80798  0.092
H 0.30808 -2.69709 0.80553  0.188
H 1.70672 -1.83352 1.09354  0.190
H 0.60597 -2.26141 2.33216  0.192
H 0.76026 -0.89277 -0.91498  0.135
H -1.00520 -0.76482 -0.75830  0.143
H 1.02746 1.57411 -0.86645  0.153
H -0.52116 1.78871 -0.15717  0.133
H -0.32137 2.30815 -2.42244  0.184
H -1.59149 1.21246 -2.25764  0.185
H -0.13930 0.77539 -2.88898  0.182

Properties
SMILES: C=C([NH3+])CC[NH3+]
Spin multiplicity: 1
Total energy in a.u.: -268.45818
Charge: +2

=====

LUMO readings, ordered: 0.44; 0.39; -7.06 eV
Frontier orbital gap readings, ordered: 9.36; 9.09; 11.78 eV
E_HOMO readings, ordered: -0.3281; -0.3197; -0.6924 Eh